{"formula": "C17H29ClN3O3RuS", "method": "ωB97M-V with the def2-TZVPD basis set", "species": ["Ru", "C", "C", "N", "C", "C", "N", "C", "C", "N", "H", "H", "H", "H", "H", "H", "H", "H", "H", "H", "H", "H", "H", "H", "H", "Cl", "C", "C", "C", "C", "O", "C", "C", "O", "C", "H", "H", "H", "H", "C", "C", "S", "O", "C", "C", "H", "H", "H", "H", "H", "H", "H", "H", "H", "H"], "xyz": [[-0.7545, -0.2994, 0.3163], [-3.2763, -1.6712, 1.1471], [-3.5444, -0.1771, 1.0711], [-2.7271, 0.3931, -0.0325], [-3.1942, -0.0158, -1.3933], [-2.0268, -0.4247, -2.2828], [-1.0842, -1.2805, -1.5120], [-1.6318, -2.6611, -1.2731], [-1.4448, -3.0859, 0.1767], [-1.8043, -1.9405, 1.0574], [-3.6745, -2.0903, 2.0696], [-3.7611, -2.1986, 0.3274], [-4.6083, 0.0185, 0.9244], [-3.2249, 0.3135, 1.9897], [-2.7186, 1.4070, 0.0322], [-3.8948, -0.8414, -1.2788], [-3.7503, 0.7959, -1.8608], [-2.3909, -0.9441, -3.1714], [-1.4770, 0.4579, -2.6058], [-0.2136, -1.3626, -2.0297], [-2.6875, -2.6545, -1.5408], [-1.1477, -3.3744, -1.9383], [-2.0546, -3.9625, 0.4018], [-0.4006, -3.3197, 0.3773], [-1.4460, -2.1193, 1.9922], [5.1574, 0.0444, 4.5596], [3.8866, -0.3037, 3.4547], [4.1030, -1.2107, 2.4072], [3.1042, -1.5059, 1.5077], [1.8463, -0.8961, 1.6025], [0.9263, -1.2258, 0.7064], [1.6246, 0.0129, 2.6691], [0.3604, 0.6217, 2.9215], [-0.6593, 0.5509, 2.2108], [2.6593, 0.2866, 3.5919], [5.0715, -1.6851, 2.3166], [3.2748, -2.2155, 0.7092], [0.2611, 1.1894, 3.8518], [2.4760, 0.9703, 4.4115], [-0.1055, 2.6831, -3.6640], [0.9380, 2.8769, -2.5778], [0.9616, 1.5093, -1.4171], [-0.3751, 1.5800, -0.6307], [2.2179, 2.0862, -0.2617], [3.6113, 1.6392, -0.6846], [-0.0218, 3.4909, -4.3891], [-1.1135, 2.7163, -3.2508], [0.0398, 1.7441, -4.2000], [0.7801, 3.7905, -2.0025], [1.9537, 2.8882, -2.9832], [1.9214, 1.6435, 0.6896], [2.1240, 3.1696, -0.1813], [3.6278, 0.5830, -0.9562], [4.2983, 1.7804, 0.1484], [3.9883, 2.2229, -1.5232]], "s_squared": 0.755, "multiplicity": 2, "total_charge": 2, "lumo_ev": [-6.12, -7.28], "homo_ev": [-13.89, -13.99], "e_above_lowest_ev": 0.000}

=====

{"formula": "C17H29ClRuSi2", "method": "ωB97M-V with the def2-TZVPD basis set", "species": ["C", "C", "C", "H", "C", "C", "H", "H", "H", "H", "Ru", "Cl", "C", "C", "C", "H", "C", "C", "H", "H", "H", "H", "C", "Si", "C", "C", "C", "Si", "C", "C", "C", "H", "H", "H", "H", "H", "H", "H", "H", "H", "H", "H", "H", "H", "H", "H", "H", "H", "H", "H"], "xyz": [[1.0096, 0.3408, 2.2698], [1.5682, -0.8202, 1.6419], [0.5359, -1.6937, 1.2814], [2.6361, -1.0731, 1.6342], [-0.7122, -1.1485, 1.6796], [-0.4450, 0.0313, 2.4691], [-1.1174, 0.5213, 3.1814], [1.5585, 1.1295, 2.7847], [0.6882, -2.7068, 0.8897], [-1.6782, -1.6273, 1.5861], [-0.4032, 1.5219, 1.0433], [1.4521, 2.2205, -0.3659], [-0.1266, 0.0462, -2.4338], [-0.9979, -1.0617, -2.2236], [-0.1691, -2.2314, -1.9825], [-2.0298, -0.9569, -1.9442], [1.2049, -1.8346, -2.1631], [1.2301, -0.4281, -2.4177], [2.0992, 0.2101, -2.4856], [-0.4254, 1.0738, -2.4582], [-0.4915, -3.1186, -1.4721], [2.0628, -2.4543, -1.9581], [-3.3456, 1.5908, -2.4102], [-3.6724, 1.2470, -0.5921], [-5.1620, 2.3177, -0.1715], [-4.2616, -0.5015, -0.3125], [-2.2952, 1.5798, 0.7157], [-1.7155, 3.4787, 0.9727], [-3.1866, 4.2517, 1.8011], [-0.3527, 3.6183, 2.2844], [-1.3365, 4.3961, -0.6092], [-4.3116, 1.4898, -2.9300], [-2.6351, 0.9056, -2.8788], [-2.9887, 2.6225, -2.5210], [-6.0203, 1.8605, -0.6801], [-5.3322, 2.3174, 0.9136], [-5.0257, 3.3473, -0.5243], [-3.4924, -1.2484, -0.5208], [-4.5875, -0.6127, 0.7302], [-5.1292, -0.6834, -0.9608], [-2.9396, 1.2130, 1.5483], [-3.5268, 3.5822, 2.6051], [-2.7997, 5.1873, 2.2314], [-4.0078, 4.4653, 1.1088], [0.6530, 3.4600, 1.8841], [-0.4410, 4.6569, 2.6469], [-0.5554, 2.9310, 3.1132], [-0.4322, 4.0059, -1.0986], [-2.1888, 4.3336, -1.2980], [-1.1679, 5.4471, -0.3401]], "s_squared": 8.806, "multiplicity": 6, "total_charge": -1, "lumo_ev": [3.06, 1.43], "homo_ev": [-2.49, -4.13]}

=====

{"formula": "C17H29CrN2O2PSi", "method": "ωB97M-V with the def2-TZVPD basis set", "species": ["C", "C", "N", "C", "C", "C", "C", "C", "P", "H", "H", "H", "C", "C", "H", "H", "H", "C", "C", "H", "H", "H", "H", "H", "H", "H", "H", "H", "H", "H", "H", "C", "O", "Cr", "O", "H", "H", "N", "C", "Si", "C", "C", "C", "C", "H", "H", "H", "H", "H", "H", "H", "H", "H"], "xyz": [[0.0894, -0.4956, 3.3279], [1.3874, -0.8648, 2.6788], [1.6480, -0.1722, 1.5284], [2.9358, -0.0695, 1.0643], [3.8032, -1.0866, 1.4728], [3.5364, -1.9235, 2.5806], [2.3070, -1.7708, 3.2457], [3.3886, 1.0179, 0.0718], [1.7423, 1.6559, -0.6226], [2.0478, -2.2596, 4.1770], [4.7589, -1.1295, 0.9285], [4.2938, -2.6210, 2.9647], [-1.4561, -1.4546, 1.7076], [-2.0036, 0.6537, 2.7848], [4.0166, 0.6130, -0.7774], [0.2337, 0.4022, 3.9539], [-0.2530, -1.3493, 3.9263], [1.9260, 0.8428, -2.2395], [1.9691, 3.4097, -0.9361], [2.0636, 1.5997, -3.0237], [2.7762, 0.1476, -2.1993], [1.0027, 0.2914, -2.4406], [0.9915, 3.8981, -1.0212], [2.4908, 3.7905, -0.0511], [2.5317, 3.5508, -1.8710], [-2.5662, 0.0703, 3.5306], [-1.5696, 1.5396, 3.2587], [-2.6786, 0.9478, 1.9751], [-2.2098, -1.8376, 2.4190], [-1.9116, -1.2620, 0.7296], [-0.6555, -2.1979, 1.5788], [-0.7133, 2.6375, 0.8196], [-1.2166, 3.6801, 0.7183], [0.1267, 0.9043, 0.7396], [2.2646, 2.6144, 2.7923], [4.2274, 1.7632, 0.2578], [3.1520, 2.7279, 3.2387], [-0.9038, -0.1746, 2.2399], [-1.8159, -2.1029, -4.1967], [-2.7061, -1.1068, -2.8589], [-3.7081, 0.2722, -3.6987], [-3.9262, -2.2673, -1.9841], [-1.5303, -0.3625, -1.6362], [-0.8029, 0.2086, -0.8001], [-2.5207, -2.5305, -4.9299], [-1.2504, -2.9252, -3.7328], [-1.1018, -1.4599, -4.7326], [-4.6710, -0.0917, -4.0818], [-3.8951, 1.0526, -2.9515], [-3.1388, 0.7122, -4.5275], [-3.4243, -3.2032, -1.6998], [-4.2941, -1.7767, -1.0726], [-4.7876, -2.5084, -2.6253]], "s_squared": 6.075, "multiplicity": 5, "total_charge": 2, "lumo_ev": [-8.16, -8.59], "homo_ev": [-14.86, -14.97], "e_above_lowest_ev": 2.378}

=====

{"formula": "C17H29N5O3", "method": "ωB97M-V with the def2-TZVPD basis set", "species": ["O", "O", "O", "N", "C", "C", "C", "C", "C", "C", "C", "C", "N", "N", "N", "N", "C", "C", "C", "C", "C", "C", "C", "C", "C", "H", "H", "H", "H", "H", "H", "H", "H", "H", "H", "H", "H", "H", "H", "H", "H", "H", "H", "H", "H", "H", "H", "H", "H", "H", "H", "H", "H", "H"], "xyz": [[4.8872, -0.9795, 3.2687], [-0.3386, -2.0887, 2.6701], [3.5702, 3.2439, 2.8098], [-5.1778, -1.0222, -2.6172], [4.7666, -0.9905, 2.0530], [-0.0680, -0.9088, 2.5511], [4.0361, 2.1141, 2.7252], [-5.8354, -0.1792, -3.3933], [-3.8620, -1.1749, -2.8296], [-5.2546, 0.5704, -4.4034], [-3.1920, -0.4581, -3.8322], [-3.8911, 0.4338, -4.6437], [-0.8707, -0.0229, 3.0996], [-7.1498, -0.0719, -3.0864], [5.1920, 1.7957, 3.3193], [4.0807, -0.0762, 1.3635], [5.4248, -2.0796, 1.2401], [-3.2027, 1.2225, -5.7224], [6.0084, 2.7162, 4.1082], [-2.0080, -0.3358, -0.5183], [1.1748, -0.4389, 1.8002], [-3.1024, -2.1338, -1.9479], [-2.8979, -1.5804, -0.5284], [2.0258, 0.5538, 2.6149], [3.2853, 1.0575, 1.8812], [-5.8634, 1.2431, -4.9947], [-2.1263, -0.6002, -3.9686], [-0.6680, 0.9577, 3.0559], [-1.6592, -0.4007, 3.5939], [-7.3653, -0.5247, -2.2042], [-7.5763, 0.8254, -3.2777], [5.4574, 0.8173, 3.3055], [4.0779, -0.1955, 0.3638], [6.0744, -1.6367, 0.4875], [6.0136, -2.7104, 1.9053], [4.6561, -2.6830, 0.7607], [-2.3240, 0.6843, -6.0911], [-2.8811, 2.1916, -5.3297], [-3.8801, 1.3927, -6.5649], [6.1756, 3.6386, 3.5491], [5.4921, 2.9600, 5.0381], [6.9703, 2.2579, 4.3416], [-1.8851, 0.0238, 0.5061], [-2.4558, 0.4697, -1.1083], [-1.0210, -0.5688, -0.9297], [1.7672, -1.3196, 1.5528], [0.8580, 0.0413, 0.8748], [-2.1320, -2.3700, -2.3941], [-3.6695, -3.0677, -1.8865], [-3.8701, -1.3380, -0.0862], [-2.4349, -2.3524, 0.0954], [1.4133, 1.4204, 2.8672], [2.3258, 0.0723, 3.5470], [2.9296, 1.6052, 1.0085]], "multiplicity": 1, "lumo_ev": 0.45, "homo_ev": -8.12, "smiles": "CNC(=O)[C@H](CCC(N)=O)NC(C)=O.CCCc1cc(C)cc(N)n1", "e_above_lowest_ev": 0.000}

=====

Computed values of maximum force (unit: eV/A) for the preceding records, in sequence: 1.24 4.91 7.02 2.09.